C32H52InNP2S3 as an isolated structure, computed with wB97M-V/def2-TZVPD.

ORCA input file:
```
! wB97M-V def2-TZVPD RIJCOSX def2/J DEFGRID3
* xyz 2 1
In 0.35027 -0.36516 0.14169
C 0.49080 0.61753 3.98067
C -0.92415 0.06324 3.88965
S -1.56555 -0.08977 2.20397
C -2.21711 -1.76955 2.21081
C -1.21202 -2.89419 2.47563
S 0.24590 -2.90362 1.39774
C 1.63413 -2.96994 2.56302
C 1.68125 -1.91292 3.66202
S 1.75181 -0.23204 3.01058
H 0.81496 0.61863 5.02161
H 0.52520 1.65213 3.63039
H -1.59459 0.74480 4.41261
H -1.00540 -0.90509 4.38013
H -2.70471 -1.87724 1.23953
H -3.00133 -1.81534 2.96737
H -1.71393 -3.85024 2.32668
H -0.86679 -2.87462 3.50701
H 2.51774 -2.91160 1.92521
H 1.63196 -3.96177 3.01495
H 2.57710 -2.06997 4.26150
H 0.82988 -1.99405 4.33464
C -1.89221 -3.83470 -1.03237
C -1.00735 -3.21097 -2.11688
C -1.43477 -3.70569 -3.50595
P -0.86634 -1.37591 -1.98396
C -0.34342 -0.83115 -3.65178
C 1.13895 -1.12941 -3.86491
C -0.73338 0.61278 -3.96560
C -2.44626 -0.64918 -1.58950
C -3.68757 -1.26729 -1.81996
C -4.86083 -0.71858 -1.34986
C -6.20427 -1.33525 -1.64770
C -4.75473 0.44483 -0.57311
C -3.54705 1.06839 -0.34006
C -2.35602 0.56154 -0.88877
N -1.06449 1.10077 -0.71672
C -0.86737 2.44440 -0.41865
C -1.83324 3.44470 -0.62317
C -1.61948 4.74276 -0.21439
C -0.43897 5.13977 0.42568
C -0.23534 6.55891 0.89528
C 0.55530 4.19348 0.52537
C 0.38600 2.87269 0.06378
P 1.77302 1.76874 -0.14185
C 2.33929 1.97364 -1.87359
C 3.54150 1.09421 -2.23188
C 2.56294 3.42982 -2.28882
C 3.14007 2.05266 1.05480
C 4.12636 0.86951 1.01296
C 3.97160 3.33672 0.91964
H -1.63650 -4.88813 -0.91293
H -2.94615 -3.77224 -1.29418
H -1.77242 -3.35202 -0.06977
H 0.02294 -3.53968 -1.94583
H -2.32953 -3.20273 -3.87469
H -1.65884 -4.77200 -3.45005
H -0.64747 -3.57993 -4.24833
H -0.93738 -1.47420 -4.30422
H 1.75084 -0.49722 -3.22524
H 1.41657 -0.92474 -4.89986
H 1.39490 -2.17116 -3.65792
H -0.29794 1.31652 -3.26905
H -1.81384 0.75141 -3.92672
H -0.39748 0.86302 -4.97359
H -3.73882 -2.17189 -2.41142
H -6.10949 -2.19849 -2.30456
H -6.86353 -0.61497 -2.13251
H -6.70168 -1.66044 -0.73223
H -5.65553 0.86974 -0.14297
H -3.51501 1.95361 0.27994
H -2.76249 3.18951 -1.11375
H -2.39522 5.47940 -0.39246
H -1.14784 6.96722 1.32828
H 0.04702 7.20880 0.06499
H 0.55113 6.62048 1.64644
H 1.50533 4.49727 0.93926
H 1.46408 1.61256 -2.40833
H 4.46258 1.49880 -1.81609
H 3.66514 1.07165 -3.31561
H 3.43969 0.06477 -1.88377
H 3.48611 3.83399 -1.88277
H 1.73772 4.07946 -1.99865
H 2.64482 3.46467 -3.37666
H 2.61537 2.06074 2.01451
H 4.77438 0.94358 0.14342
H 3.64296 -0.10549 0.98441
H 4.76321 0.90397 1.89761
H 4.46234 3.38987 -0.04881
H 4.75914 3.30468 1.67425
H 3.41396 4.25392 1.07344
*
```

Orbital gap ... 6.155 eV
HOMO level ... -0.448 Eh
M ... 723.74 g mol⁻¹
Largest force on an atom ... 0.53 eV/Å